DFT (ωB97M-V/def2-TZVPD) results for an isolated molecule of C2H3NO2S at a distorted geometry.

Values from the calculation:
largest force on an atom: 0.032 Eh/bohr
ΔE to the lowest compared entry with this formula, charge and spin: 24.3 kcal per mole
LUMO: 0.0132 Ha
orbital gap: 9.0 eV
structure (SMILES): O=C1NSCO1
HOMO: -8.60 eV
multiplicity: 1

The geometry in XYZ format:
```
9
Properties=species:S:1:pos:R:3:forces:R:3
O -0.574471 0.666833 -0.947478 -0.55 0.77 0.67
H 0.417056 0.067542 2.022106 0.09 -0.31 -0.35
H 0.731192 -0.290296 -2.144058 0.20 -0.06 0.10
O -0.916493 1.929389 0.899577 -0.15 -0.28 -0.24
H -0.762255 -1.192816 -1.794881 0.42 0.46 0.33
C 0.010621 -0.518507 -1.361314 -0.45 -1.06 -1.20
N 0.266371 -0.047480 1.028374 -0.95 1.26 -0.23
C -0.481855 0.938691 0.388066 1.00 -0.39 0.58
S 0.781534 -1.346434 0.058807 0.38 -0.40 0.34
```
Forces are in eV/Å.

DFT (ωB97M-V/def2-TZVPD) results for a cluster of 2 separate species, CH6ClNSi in total at a distorted geometry.

Values from the calculation:
largest force on an atom: 0.212 Eh/bohr
LUMO (spin up / spin down): 0.0196 / -0.1176 Ha
orbital gap (spin up / spin down): 6.3 / 7.3 eV
HOMO (spin up / spin down): -5.75 / -10.45 eV
multiplicity: 3
<S²>: 2.005

The geometry in XYZ format:
```
10
Properties=species:S:1:pos:R:3:forces:R:3
H 2.618298 -0.816254 0.060667 -0.26 0.65 -0.25
N 1.806557 -0.180703 0.146236 7.08 2.01 -1.99
C -1.251471 0.090852 0.032348 1.61 -1.51 -0.47
H -1.148172 0.065656 -1.035052 -0.85 -0.36 -1.14
H 2.722696 3.315791 -0.044618 0.00 -0.07 0.05
H -2.105035 -0.495506 0.403991 0.45 0.10 -0.34
Si 0.406181 -0.857580 0.438064 -9.57 -3.22 4.07
Cl 2.272567 3.846213 -1.115866 -0.02 0.04 -0.06
H -1.399594 1.123464 0.174685 0.21 1.27 0.97
H -0.189658 -2.329069 0.609626 1.35 1.10 -0.85
```
Forces are in eV/Å.

DFT (ωB97M-V/def2-TZVPD) results for the ion C6H16N3S2 with charge +1 at a distorted geometry.

Values from the calculation:
largest force on an atom: 0.080 Eh/bohr
ΔE to the lowest compared entry with this formula, charge and spin: 134.7 kcal per mole
net charge: +1
LUMO: -0.1659 Ha
orbital gap: 7.6 eV
structure (SMILES): CSN1C[C@H](C)[N@@+](C)(SC)N1
HOMO: -12.11 eV
multiplicity: 1

The geometry in XYZ format:
```
27
Properties=species:S:1:pos:R:3:forces:R:3
C 0.764536 1.054947 0.930466 0.06 0.57 -1.25
H 1.490422 2.758927 1.658291 -0.10 1.06 0.67
H -0.584501 -2.802385 -0.260964 -0.94 -0.22 0.21
N -0.375807 0.048653 -0.760135 -0.33 0.53 -1.83
C -0.782758 1.268819 1.048315 2.66 0.97 -2.97
H -3.430071 -0.112884 -1.205667 0.25 0.62 -0.38
H 1.891279 -0.741732 -1.761211 0.12 -0.54 -0.91
H 2.846333 0.062727 -0.482475 0.04 -0.27 -0.60
C -3.407175 -1.083645 -0.763258 3.58 -0.76 0.72
H -0.995905 1.032230 2.019724 -1.40 0.27 2.41
H 1.416644 2.914676 -0.086336 0.03 0.22 -0.47
H -0.877288 2.285230 0.611361 -0.85 -0.34 0.97
H 1.221057 0.539524 1.711620 0.20 -0.69 1.85
H 0.799639 -2.410596 -1.357052 -0.54 -0.73 1.47
H -0.651793 -0.709561 -1.362590 0.69 -0.37 -0.38
H 2.051386 1.144583 -1.676277 -0.62 -1.89 0.57
S -2.353996 -0.948159 0.811911 -0.20 0.25 -1.30
C 1.980575 0.117274 -1.152009 0.29 2.64 1.54
N 0.838432 0.056484 -0.160738 2.04 -3.20 -0.44
H 0.891703 -3.792883 -0.292785 0.26 -0.47 0.43
C 0.475323 -2.804330 -0.314844 1.19 1.52 -2.25
H -4.375388 -1.301615 -0.453788 -1.60 -1.18 0.21
N -1.330022 0.297513 0.134500 -2.49 0.74 1.89
C 1.655562 2.262969 0.730771 0.09 -0.89 0.66
H 2.709048 1.951373 0.815369 -0.32 0.29 -0.58
S 1.193726 -1.706587 0.892154 -0.23 0.93 -0.55
H -2.774041 -1.840733 -1.341634 -1.87 0.92 0.31
```
Forces are in eV/Å.

DFT (ωB97M-V/def2-TZVPD) results for the ion C9H12N3O with charge +1 at a distorted geometry.

Values from the calculation:
largest force on an atom: 0.087 Eh/bohr
ΔE to the lowest compared entry with this formula, charge and spin: 24.1 kcal per mole
net charge: +1
LUMO (spin up / spin down): -0.1307 / -0.2530 Ha
orbital gap (spin up / spin down): 5.5 / 6.1 eV
HOMO (spin up / spin down): -9.05 / -12.98 eV
multiplicity: 3
<S²>: 2.013

The geometry in XYZ format:
```
25
Properties=species:S:1:pos:R:3:forces:R:3
H 0.507472 -3.559219 0.467241 0.59 0.50 0.39
C 1.313304 2.052750 0.070901 -1.16 1.42 -0.09
O -1.543797 0.250521 0.817829 0.90 0.01 0.68
H -1.164280 1.833266 -2.011657 0.59 -0.31 0.38
H -2.933907 -1.058747 -0.024100 -0.47 2.39 1.30
H 0.764595 2.945982 0.056199 -0.40 1.28 0.13
C 3.300291 0.764067 -0.042092 0.92 2.92 0.47
C 1.168555 -0.360505 0.064481 -2.21 1.71 -0.63
H 4.359256 0.904971 -0.124568 0.55 -1.18 -0.13
C 0.454415 -1.610055 -0.072509 -0.70 -1.75 0.28
N -0.498335 -1.701722 -0.907782 -0.55 1.67 -0.24
H 1.805647 -2.585846 1.133975 -0.22 -0.30 0.15
H -3.379772 -0.316657 1.611622 -0.09 -0.18 1.39
H -3.369900 0.929256 0.253710 -0.08 -2.71 0.87
C -2.937930 -0.094972 0.687619 0.44 1.05 -4.34
C 2.728351 1.998435 0.067704 2.42 -1.48 -1.01
C 2.557710 -0.447077 -0.003116 1.71 1.40 0.44
C -0.872171 0.822132 -0.140795 -1.85 0.42 -2.34
H -2.568348 1.026702 -1.342770 2.56 0.76 0.19
H 3.370420 2.874841 -0.092097 -0.56 -0.32 0.39
H 2.951131 -1.394258 -0.010936 1.44 -1.78 -0.26
C 0.580557 0.875900 -0.037390 -1.36 -3.11 0.87
N 0.891917 -2.643326 0.713210 -0.33 -0.23 -0.24
H -1.052393 -2.527880 -0.854605 0.00 -1.14 -0.11
N -1.530312 1.299867 -1.234022 -2.16 -1.05 1.47
```
Forces are in eV/Å.

| no. | calculated total energy (eV) |
| --- | --- |
| 1 | -18542.39803 |
| 2 | -23019.32802 |
| 3 | -32611.30719 |
| 4 | -16033.80002 |